No. 1
76
Properties=species:S:1:pos:R:3:forces:R:3 method="wB97M-V/def2-TZVPD" s2=0.9088 lumo_energy_ev="-7.07 / -7.86" gap_ha="0.1849 / 0.1808" total_energy_ev=-59927.203 max_force_ev_per_a=1.69 total_charge=+2 multiplicity=2
Re 0.104 0.284 0.023 -0.77 -0.17 0.13
C -3.574 5.720 -0.633 0.07 -0.10 -0.16
C -3.545 5.727 0.762 0.08 -0.06 0.14
C -2.776 4.820 1.475 0.04 -0.04 0.04
C -2.038 3.900 0.748 -0.12 0.16 -0.79
C -1.141 2.843 1.141 -0.07 -0.02 0.22
N -0.889 2.560 2.391 -0.24 0.14 0.52
C -0.127 1.589 2.819 0.00 -0.14 -0.46
C 0.372 1.505 4.172 0.71 -0.53 0.79
C 0.084 2.209 5.328 -0.02 -0.16 -0.40
C 0.747 1.827 6.488 0.17 -0.14 0.12
C 1.705 0.816 6.480 -0.11 0.16 0.10
C 2.042 0.147 5.310 -0.14 0.01 -0.47
C 1.346 0.484 4.161 -0.44 0.72 0.83
C 1.407 0.007 2.800 -0.08 -0.01 -0.46
N 2.348 -0.774 2.342 0.15 -0.25 0.46
C 2.622 -0.989 1.082 -0.06 -0.09 0.26
N 2.043 -0.392 -0.020 -1.37 0.51 0.07
C 2.601 -0.952 -1.150 0.01 -0.12 -0.37
N 2.253 -0.757 -2.396 0.22 -0.28 -0.39
C 1.244 -0.039 -2.811 -0.16 0.04 0.45
N 0.281 0.532 -2.012 0.10 0.02 -0.13
C -0.372 1.462 -2.782 0.15 -0.22 0.40
N -1.106 2.448 -2.336 -0.35 0.20 -0.36
C -1.226 2.801 -1.082 -0.08 0.03 -0.34
N -0.640 2.219 0.020 0.77 -1.50 0.07
C -2.079 3.882 -0.661 -0.08 0.21 0.76
C -2.842 4.799 -1.366 0.01 -0.06 0.00
C -0.029 1.278 -4.174 0.64 -0.56 -0.80
C -0.525 1.815 -5.350 0.06 -0.08 0.41
C 0.007 1.341 -6.544 0.18 -0.13 -0.10
C 1.040 0.407 -6.560 -0.13 0.16 -0.09
C 1.580 -0.092 -5.382 -0.07 0.03 0.51
C 1.014 0.327 -4.189 -0.58 0.60 -0.86
C 3.586 -1.935 -0.765 0.19 -0.09 0.77
C 4.318 -2.855 -1.502 -0.08 -0.02 0.04
C 4.976 -3.860 -0.804 -0.05 0.15 -0.22
C 4.945 -3.917 0.588 0.00 0.11 0.20
C 4.271 -2.962 1.335 -0.07 0.01 0.02
C 3.576 -1.980 0.646 0.20 -0.03 -0.77
N 0.402 0.578 2.053 0.09 -0.02 -0.04
H -4.178 6.448 -1.152 -0.05 0.07 -0.03
H -4.126 6.462 1.297 -0.06 0.06 0.04
H -2.742 4.823 2.552 -0.01 0.05 0.12
H -0.636 3.011 5.332 -0.11 0.07 0.00
H 0.516 2.323 7.419 0.01 0.06 0.04
H 2.199 0.548 7.402 0.04 0.02 0.06
H 2.806 -0.612 5.291 0.10 -0.13 0.03
H -2.851 4.789 -2.443 -0.05 0.03 -0.16
H -1.309 2.555 -5.339 -0.11 0.08 0.00
H -0.390 1.701 -7.482 0.00 0.05 -0.05
H 1.429 0.062 -7.507 0.02 0.03 -0.05
H 2.398 -0.793 -5.384 0.10 -0.14 -0.05
H 4.337 -2.804 -2.577 -0.01 -0.05 -0.19
H 5.507 -4.627 -1.349 0.08 0.01 -0.05
H 5.453 -4.725 1.094 0.06 -0.01 0.02
H 4.243 -3.004 2.411 0.02 -0.01 0.17
N -2.273 -0.006 0.057 1.04 0.00 -0.04
C -2.708 -1.390 0.058 -0.33 -0.38 0.01
C -4.046 -1.705 0.066 0.45 0.22 0.00
C -4.475 -3.037 0.073 0.08 -0.30 0.01
C -3.557 -4.050 0.079 -0.15 0.17 0.00
C -2.177 -3.768 0.062 0.10 0.47 -0.01
C -1.206 -4.787 0.050 0.33 0.21 -0.02
C 0.116 -4.445 -0.004 -0.47 -0.12 0.02
C 0.461 -3.091 -0.029 0.13 0.13 -0.01
N -0.408 -2.103 0.007 0.05 1.63 0.03
C -1.735 -2.413 0.045 -0.42 -0.31 0.02
H -2.686 0.457 -0.759 0.23 -0.03 0.24
H -2.663 0.453 0.887 0.24 -0.04 -0.25
H -4.783 -0.916 0.066 -0.07 0.15 0.00
H -5.531 -3.253 0.074 -0.10 -0.03 0.01
H -3.873 -5.080 0.091 -0.06 -0.16 0.00
H -1.514 -5.819 0.078 -0.08 -0.18 -0.01
H 0.888 -5.194 -0.027 0.17 -0.05 0.00
H 1.502 -2.833 -0.081 0.07 0.00 0.01

No. 2
85
Properties=species:S:1:pos:R:3:forces:R:3 method="wB97M-V/def2-TZVPD" lumo_energy_ev=-0.55 gap_ha=0.2812 de_lowest_ev=0.675 total_energy_ev=-107914.829 max_force_ev_per_a=2.22 multiplicity=1
Hf -0.431 0.094 -0.473 0.11 0.69 0.98
O 1.250 -5.732 -1.402 0.04 -0.05 -0.04
C 0.868 -4.497 -1.031 -0.11 0.16 0.04
C -0.451 -4.203 -0.670 0.11 -0.12 0.08
C -0.743 -2.905 -0.324 -0.03 0.12 0.06
N 0.201 -1.975 -0.290 0.42 -1.24 -0.40
C 1.445 -2.223 -0.689 0.02 0.11 0.11
C 1.834 -3.486 -1.067 0.07 -0.10 0.02
C 2.293 -0.945 -0.757 0.26 -0.43 0.08
O 3.451 -0.998 -1.094 -0.05 0.07 0.04
O 1.619 0.122 -0.412 0.85 -0.30 -0.06
C -2.132 -2.310 -0.092 0.05 -0.40 -0.01
O -3.107 -3.012 0.009 0.02 0.04 -0.01
O -2.084 -1.005 -0.060 -0.63 -1.02 0.16
H 0.498 -6.336 -1.376 0.01 0.02 0.02
H -1.236 -4.949 -0.703 -0.02 0.03 0.02
H 2.839 -3.686 -1.409 0.00 0.02 0.00
C 1.509 3.541 4.516 0.00 -0.01 -0.02
C 2.279 2.909 3.547 -0.01 0.00 0.04
C 1.674 2.134 2.573 0.01 -0.01 -0.12
C 0.295 1.987 2.586 0.14 0.37 -0.22
C -0.489 2.626 3.529 -0.10 -0.05 -0.09
C 0.129 3.409 4.495 0.03 0.02 0.01
N -0.304 1.076 1.612 0.47 0.06 0.46
N -1.716 1.277 1.381 -0.22 -0.44 0.29
C -1.955 1.978 0.268 0.38 1.02 0.02
C -3.256 2.521 0.054 -0.08 -0.09 0.09
C -3.467 3.335 -1.012 0.05 -0.03 0.00
C -2.414 3.620 -1.912 -0.01 0.02 0.03
C -1.220 3.000 -1.722 0.14 0.18 0.00
N -0.970 2.159 -0.678 -0.98 1.15 -0.14
H 1.987 4.134 5.285 -0.01 0.03 -0.02
H 3.355 3.019 3.550 0.00 0.01 -0.01
H 2.257 1.640 1.804 -0.02 -0.03 0.01
H -1.562 2.498 3.502 0.00 0.01 0.01
H -0.477 3.909 5.238 0.01 -0.01 0.01
H -4.024 2.289 0.778 0.00 0.01 0.00
H -4.446 3.766 -1.180 0.00 0.02 0.05
H -2.558 4.289 -2.747 0.04 -0.02 -0.02
H -0.390 3.163 -2.395 -0.01 -0.10 -0.05
C 2.997 -6.657 4.097 0.02 -0.10 0.00
C 4.031 -6.370 5.151 -0.09 0.07 -0.06
O 4.746 -7.195 5.645 0.01 -0.02 0.01
S 4.201 -4.676 5.733 0.02 -0.01 -0.01
C 3.065 -3.744 4.727 0.10 -0.06 0.08
C 3.477 -3.245 3.495 -0.05 -0.01 -0.01
C 2.632 -2.432 2.761 -0.04 0.02 0.01
C 1.368 -2.102 3.261 0.01 -0.05 -0.03
C 0.950 -2.629 4.484 -0.04 -0.03 -0.03
C 1.799 -3.441 5.217 -0.02 -0.01 -0.05
C 0.572 -1.119 2.592 0.06 0.12 -0.18
C 0.059 -0.208 1.990 -0.49 0.19 1.24
H 2.995 -7.727 3.900 0.02 0.00 0.01
H 3.227 -6.113 3.181 -0.02 0.02 0.00
H 2.012 -6.338 4.436 0.00 0.02 -0.02
H 4.466 -3.479 3.125 0.01 0.01 0.01
H 2.962 -2.022 1.816 0.01 0.04 -0.01
H -0.032 -2.378 4.860 0.01 0.02 0.02
H 1.492 -3.832 6.177 -0.01 0.01 0.00
O -0.319 -0.346 -2.305 -0.69 0.10 -2.11
C -0.661 -0.331 -3.668 0.31 -0.02 -0.24
C -2.169 -0.340 -3.844 0.11 -0.01 0.26
C -2.908 -0.763 -4.908 -0.03 0.05 -0.04
C -4.300 -0.542 -4.721 0.01 0.02 -0.06
C -4.580 0.033 -3.520 0.10 0.08 0.13
S -3.160 0.307 -2.604 -0.20 -0.09 -0.47
C -0.040 -1.551 -4.329 -0.06 -0.08 0.17
C 1.102 -1.631 -5.065 0.00 -0.03 -0.08
C 1.461 -2.970 -5.387 0.06 0.03 0.00
C 0.584 -3.878 -4.885 -0.09 0.02 0.11
S -0.692 -3.119 -4.027 0.10 0.00 -0.10
C -0.043 0.921 -4.268 -0.10 0.05 -0.08
C 1.093 1.539 -3.839 0.04 -0.06 -0.04
C 1.445 2.658 -4.645 0.05 0.00 0.05
C 0.570 2.856 -5.666 -0.12 -0.06 -0.05
S -0.693 1.695 -5.658 0.08 0.07 0.10
H -2.476 -1.216 -5.789 0.01 -0.01 0.00
H -5.058 -0.805 -5.445 0.01 -0.03 0.00
H -5.543 0.291 -3.111 -0.01 -0.02 -0.01
H 1.665 -0.765 -5.381 0.01 0.02 0.06
H 2.336 -3.234 -5.963 -0.02 -0.02 -0.02
H 0.612 -4.952 -4.980 0.00 0.00 -0.02
H 1.660 1.194 -2.985 0.00 0.03 0.01
H 2.309 3.281 -4.465 0.00 0.00 -0.01
H 0.591 3.624 -6.423 0.01 0.01 0.01

No. 3
85
Properties=species:S:1:pos:R:3:forces:R:3 method="wB97M-V/def2-TZVPD" lumo_energy_ev=-10.12 gap_ha=0.2136 de_lowest_ev=0.723 total_energy_ev=-137540.799 max_force_ev_per_a=0.57 total_charge=+3 multiplicity=1
Ti 0.240 1.332 0.481 0.51 0.16 0.20
Cl 0.059 0.820 3.016 0.07 0.02 0.00
C 1.703 0.403 3.520 0.00 -0.07 -0.05
C 1.923 0.092 4.838 -0.01 -0.02 0.02
C 3.218 -0.272 5.201 0.02 0.01 -0.03
C 4.235 -0.321 4.263 -0.03 -0.01 0.03
C 3.981 0.002 2.936 0.03 0.05 0.03
Cl 5.256 -0.041 1.790 0.01 0.07 0.02
C 2.693 0.379 2.543 -0.04 -0.04 -0.04
S 2.372 0.828 0.883 -0.12 0.10 0.06
H 1.125 0.127 5.566 0.00 -0.01 0.00
H 3.429 -0.519 6.232 0.00 0.00 0.00
H 5.238 -0.603 4.551 0.00 -0.01 0.00
O 3.690 0.568 -6.696 0.10 0.01 0.10
C 3.924 0.882 -5.416 0.00 -0.04 -0.10
O 5.031 1.025 -4.995 0.00 0.00 0.02
C 2.738 1.014 -4.486 -0.02 -0.02 0.01
C 2.932 1.797 -3.351 -0.03 0.01 0.03
C 1.930 1.901 -2.406 0.05 0.07 0.00
C 0.738 1.207 -2.590 -0.06 -0.05 0.14
C 0.536 0.412 -3.709 -0.03 -0.02 -0.04
C 1.539 0.331 -4.663 0.00 0.02 0.01
N -0.238 1.304 -1.545 -0.09 -0.06 0.12
C -1.501 1.221 -1.759 -0.10 0.03 -0.02
C -2.447 1.335 -0.650 0.07 0.05 -0.07
C -3.807 1.309 -0.874 -0.09 0.02 0.01
C -4.671 1.554 0.192 0.01 -0.02 -0.06
C -4.130 1.841 1.429 0.01 0.02 0.04
C -2.749 1.824 1.585 0.02 0.02 0.02
N -1.918 1.552 0.583 -0.02 -0.16 -0.09
H 2.762 0.636 -6.941 -0.10 0.02 -0.03
H 3.878 2.305 -3.228 0.00 0.00 0.01
H 2.063 2.547 -1.544 0.00 0.02 0.02
H -0.361 -0.187 -3.820 -0.01 0.03 0.01
H 1.389 -0.314 -5.520 0.01 0.00 -0.01
H -1.897 1.114 -2.766 0.03 0.00 -0.04
H -4.186 1.113 -1.868 -0.01 0.01 0.00
H -5.743 1.538 0.046 0.00 0.00 0.00
H -4.758 2.071 2.279 0.00 -0.01 0.00
H -2.301 2.041 2.547 -0.01 -0.01 0.01
S 0.621 3.682 1.054 -0.13 -0.09 -0.27
C -0.556 4.768 0.387 -0.02 -0.04 0.08
N -0.423 6.069 0.756 -0.01 0.01 -0.02
C -1.220 7.045 0.282 -0.01 0.02 -0.01
C -2.211 6.710 -0.601 0.01 -0.03 0.00
C -2.312 5.362 -0.938 0.02 0.01 0.02
N -1.510 4.410 -0.460 0.00 0.06 -0.02
H 0.320 6.306 1.406 0.00 0.00 0.00
H -1.025 8.049 0.633 0.00 0.00 0.00
H -2.874 7.456 -1.011 0.00 0.00 0.00
H -3.077 5.034 -1.632 -0.01 0.00 -0.02
F -1.230 -3.579 -5.318 -0.01 -0.01 -0.01
C -1.010 -3.141 -4.085 0.05 -0.01 -0.03
C 0.297 -3.005 -3.649 -0.01 -0.04 0.03
C 0.521 -2.536 -2.364 -0.06 -0.07 0.01
C -0.553 -2.228 -1.529 0.13 -0.02 -0.02
C -1.861 -2.382 -1.993 0.04 0.06 -0.02
C -2.097 -2.838 -3.282 -0.06 0.04 0.03
Sb -0.249 -1.516 0.428 -0.08 0.10 -0.02
C -1.857 -2.372 1.463 -0.07 -0.04 -0.06
C -2.696 -1.652 2.308 0.02 -0.01 0.04
C -3.733 -2.284 2.977 0.02 0.02 0.01
C -3.909 -3.644 2.784 -0.03 -0.01 0.02
F -4.898 -4.254 3.423 0.00 0.01 0.00
C -3.088 -4.389 1.954 0.04 -0.02 -0.02
C -2.057 -3.745 1.291 -0.04 0.02 -0.01
C 1.394 -2.492 1.291 0.07 0.03 -0.02
C 2.658 -2.459 0.698 0.01 -0.10 0.03
C 3.748 -3.011 1.349 -0.03 -0.07 -0.04
C 3.555 -3.570 2.603 0.00 0.00 -0.04
F 4.603 -4.077 3.243 0.03 0.01 0.01
C 2.317 -3.612 3.215 -0.04 0.01 0.01
C 1.229 -3.068 2.549 0.04 -0.02 -0.01
H 1.111 -3.279 -4.306 0.01 0.00 0.00
H 1.545 -2.433 -2.025 -0.01 -0.02 0.01
H -2.706 -2.183 -1.344 -0.02 -0.01 0.02
H -3.099 -2.987 -3.660 0.00 -0.01 -0.01
H -2.539 -0.595 2.475 0.00 0.00 0.00
H -4.394 -1.754 3.649 0.00 0.00 0.00
H -3.261 -5.450 1.842 0.00 0.00 0.00
H -1.411 -4.325 0.642 0.00 0.00 -0.01
H 2.816 -2.004 -0.274 0.00 0.00 0.03
H 4.735 -3.014 0.907 -0.01 -0.01 0.00
H 2.216 -4.074 4.188 0.00 0.00 0.00
H 0.253 -3.109 3.017 -0.01 0.00 0.01